Record 1
C19H36AsN5O7Si2Sn | ωB97M-V/def2-TZVPD

```
71
Properties=species:S:1:pos:R:3:forces:R:3
Sn 0.90263 -0.81238 1.01650 -0.8 -0.9 -2.5
N -0.80998 1.67225 2.87428 0.0 0.2 -0.1
C -0.80890 3.13224 2.61350 0.0 0.2 0.0
C -1.91841 3.51427 1.62170 0.1 -0.3 0.1
C -1.67873 2.93237 0.22477 0.1 0.4 0.2
N -1.85270 1.44225 0.30990 0.1 0.0 -0.1
C -0.29183 3.28448 -0.31158 0.1 -0.3 0.0
C 0.88453 3.09880 0.65501 -0.6 0.3 0.2
N 1.42067 1.70102 0.61155 0.6 -1.0 0.1
C 0.54662 3.57499 2.07285 0.0 -0.2 -0.1
H -1.63065 1.44021 3.42907 0.0 -0.1 0.0
H -0.01372 1.45979 3.46910 -0.1 -0.1 0.0
H -1.28959 1.13634 1.13772 -0.3 0.0 0.0
H -0.98395 3.67643 3.54562 0.0 0.1 -0.1
H -1.95944 4.60143 1.55493 0.0 0.0 -0.1
H -2.89150 3.18427 1.99794 0.0 0.1 0.0
H -2.42167 3.31218 -0.47617 0.0 -0.1 0.0
H -1.58833 0.95195 -0.56327 0.1 0.0 -0.1
H -2.82986 1.21216 0.48829 0.0 0.0 0.1
H -0.31587 4.33991 -0.58488 0.0 0.0 0.0
H -0.10614 2.72098 -1.23093 0.0 0.1 -0.1
H 1.68943 3.74663 0.29661 0.1 -0.2 0.0
H 2.30535 1.71750 1.11867 0.1 0.1 -0.1
H 1.67102 1.50557 -0.35876 0.0 0.0 0.0
H 0.54568 4.66596 2.05471 0.1 0.0 0.0
H 1.33865 3.27394 2.76555 0.0 0.1 0.0
O 3.54644 -2.98336 -1.24824 -0.3 0.0 0.2
C 2.47155 -2.49023 -1.06446 0.5 0.1 -0.9
O 1.96734 -2.31467 0.16214 -0.4 0.9 1.6
C 1.58245 -2.09095 -2.20878 -0.2 0.3 0.3
C 1.87968 -2.67296 -3.42775 0.1 -0.1 -0.3
C 1.12499 -2.38315 -4.54707 0.0 0.0 0.3
C 0.04536 -1.54038 -4.46773 -0.1 0.0 -0.1
C -0.27348 -0.93996 -3.25663 0.7 -0.4 0.4
C 0.52232 -1.15731 -2.08217 -0.2 -0.2 -0.7
O 0.29130 -0.46985 -0.97822 0.0 0.4 1.2
N -1.45882 -0.10442 -3.28638 -0.6 0.4 -0.1
O -1.91269 0.37267 -2.23795 0.2 0.0 0.2
O -2.00054 0.07927 -4.34530 0.1 0.0 0.1
N 1.46298 -2.99652 -5.84447 0.0 -0.1 -0.1
O 2.46429 -3.67664 -5.87801 -0.1 0.1 0.0
O 0.71015 -2.76850 -6.76721 0.1 0.0 0.1
H 2.72195 -3.34874 -3.49766 0.0 0.0 0.0
H -0.54800 -1.34701 -5.34991 0.0 0.0 0.0
C -1.28492 -3.75167 4.96897 0.1 0.1 -0.3
Si -0.02765 -3.40665 3.61889 0.0 0.2 -0.1
C 0.55835 -4.85443 2.58650 -0.1 0.2 0.2
C 1.40528 -2.34793 4.23999 -0.2 -0.1 -0.2
As -1.31613 -1.83515 2.15783 0.1 -0.2 0.7
Si -2.50891 -3.29574 0.52231 0.3 0.0 -0.3
C -3.40257 -4.41162 1.74550 0.3 0.3 0.0
C -1.32161 -4.15192 -0.64770 -0.2 0.1 0.2
C -3.65625 -2.07783 -0.32905 0.2 -0.2 0.2
H -0.84447 -4.37436 5.75016 0.1 0.0 0.0
H -2.16271 -4.27605 4.58969 0.0 0.0 0.0
H -1.61454 -2.82248 5.43602 0.0 0.0 0.0
H 1.20465 -5.49585 3.19042 0.0 0.0 0.0
H 1.14752 -4.50508 1.73601 0.0 0.0 0.0
H -0.26291 -5.47095 2.22057 0.0 0.0 0.0
H 1.93038 -2.85339 5.05280 0.0 -0.1 0.0
H 1.06232 -1.38585 4.62615 0.0 0.0 0.0
H 2.14187 -2.17753 3.44813 0.0 0.0 0.0
H -2.73462 -5.14750 2.19433 0.0 0.0 0.0
H -4.19540 -4.95713 1.22914 0.0 0.1 -0.1
H -3.86886 -3.83238 2.54578 -0.1 0.0 0.0
H -0.58233 -4.75629 -0.12234 0.0 0.0 0.0
H -0.79116 -3.42465 -1.26516 0.0 0.0 0.0
H -1.87439 -4.81326 -1.31880 -0.1 0.0 0.0
H -4.28906 -1.55794 0.39379 0.0 0.0 0.0
H -4.31942 -2.59536 -1.02589 0.0 -0.1 0.0
H -3.09999 -1.33591 -0.90226 0.1 0.0 -0.1
```
Positions in Å, forces in eV/Å.

Computed properties:
Energy above the lowest of the compared OMol25 structures with the same formula, charge and spin, kJ/mol: 151.03
Total energy, a.u.: -4574.48823
Charge: +2
E_LUMO, eV: -9.223
HOMO level, eV: -14.60

Mulliken atomic charges, in units of e: atom 1 (Sn): 1.1020, atom 2 (N): -0.4988, atom 3 (C): 0.1125, atom 4 (C): -1.1590, atom 5 (C): 0.1891, atom 6 (N): 0.8036, atom 7 (C): -1.2290, atom 8 (C): 0.0792, atom 9 (N): -0.3209, atom 10 (C): -1.5522, atom 11 (H): 0.2762, atom 12 (H): 0.2066, atom 13 (H): -0.4687, atom 14 (H): 0.3798, atom 15 (H): 0.4745, atom 16 (H): 0.3902, atom 17 (H): 0.3623, atom 18 (H): -0.0579, atom 19 (H): 0.4836, atom 20 (H): 0.5014, atom 21 (H): 0.4454, atom 22 (H): 0.4418, atom 23 (H): 0.3711, atom 24 (H): 0.2622, atom 25 (H): 0.4939, atom 26 (H): 0.4212, atom 27 (O): -0.5479, atom 28 (C): -0.1905, atom 29 (O): -0.4780, atom 30 (C): 0.6074, atom 31 (C): -0.4832, atom 32 (C): -0.8985, atom 33 (C): -0.1849, atom 34 (C): -0.1039, atom 35 (C): 0.3116, atom 36 (O): -0.1304, atom 37 (N): 0.8323, atom 38 (O): -0.7437, atom 39 (O): -0.5851, atom 40 (N): 1.0646, atom 41 (O): -0.5888, atom 42 (O): -0.5935, atom 43 (H): 0.6703, atom 44 (H): 0.7168, atom 45 (C): -1.0220, atom 46 (Si): 0.2616, atom 47 (C): -0.8023, atom 48 (C): -0.9472, atom 49 (As): 0.0016, atom 50 (Si): 0.3808, atom 51 (C): -1.0728, atom 52 (C): -0.5211, atom 53 (C): -0.8324, atom 54 (H): 0.3849, atom 55 (H): 0.3376, atom 56 (H): 0.3338, atom 57 (H): 0.4393, atom 58 (H): 0.1507, atom 59 (H): 0.2997, atom 60 (H): 0.4333, atom 61 (H): 0.2857, atom 62 (H): 0.2305, atom 63 (H): 0.2888, atom 64 (H): 0.4172, atom 65 (H): 0.3791, atom 66 (H): 0.2697, atom 67 (H): -0.1570, atom 68 (H): 0.4829, atom 69 (H): 0.3353, atom 70 (H): 0.4110, atom 71 (H): 0.0468

Record 2
C28H67BrN5O9P2 | ωB97M-V/def2-TZVPD

```
112
Properties=species:S:1:pos:R:3:forces:R:3
C 1.38590 4.79017 0.94254 0.0 0.0 0.4
C 0.53048 3.62000 1.43581 -0.3 0.0 -0.1
C -0.01639 2.77067 0.28865 0.3 0.4 -0.1
O -0.30406 1.48318 0.72762 -0.2 -0.1 -0.1
P -0.77495 0.10947 -0.21502 0.4 -0.4 0.4
C -1.05809 -0.88184 1.43664 -0.2 0.4 0.1
C -0.38425 -0.44456 2.74035 -0.2 -0.4 0.2
C -1.24725 0.39548 3.68248 0.2 0.0 0.0
O -1.16242 1.81194 3.54938 -0.4 0.0 -0.1
C 1.02404 -0.62494 -0.21626 -0.1 0.2 -0.2
C 2.30554 0.19141 -0.18745 0.4 -0.3 0.2
C 3.35614 -0.64019 0.53941 -0.1 0.0 -0.2
O 2.81358 0.45860 -1.51833 0.2 -0.1 -0.1
C -0.38508 0.88916 -2.00665 0.1 -0.5 -0.1
Br -1.50785 2.35864 -2.68985 -0.1 0.2 0.0
C -0.36278 -0.21392 -3.05804 -0.3 0.6 -0.8
C -0.14387 0.24796 -4.51022 0.3 -0.5 0.0
P -3.03983 0.68056 -0.05958 -0.1 -0.3 0.3
C -3.87568 0.10910 -1.61517 -0.2 0.1 0.3
O -3.29128 2.34422 -0.06885 -0.1 0.1 -0.4
H 1.20786 5.00104 -0.11042 0.0 0.0 -0.1
H 2.44629 4.59989 1.10608 0.1 -0.1 -0.2
H 1.13814 5.69449 1.49029 0.0 0.1 0.0
H -0.31807 4.01366 1.99366 -0.1 -0.1 0.2
H 1.07819 2.96730 2.11403 0.1 -0.1 0.0
H -0.88836 3.27789 -0.12209 -0.2 -0.1 -0.1
H 0.73531 2.79427 -0.51395 0.1 -0.2 -0.1
H -1.26189 -1.07896 -0.90802 -0.1 0.0 0.0
H -2.11940 -0.95342 1.67077 -0.2 0.0 -0.2
H -0.77381 -1.90413 1.18119 0.2 0.4 -0.2
H 0.59124 0.01712 2.59035 0.0 0.1 -0.1
H -0.17906 -1.35395 3.32035 0.1 0.0 0.0
H -2.29241 0.12643 3.53484 -0.1 0.0 0.0
H -0.98165 0.12609 4.70968 0.0 0.0 0.1
H -0.48840 2.12934 4.14481 0.3 0.1 0.1
H 1.08153 -1.27216 0.65610 -0.2 0.1 0.0
H 1.12287 -1.30734 -1.05995 0.0 -0.1 -0.2
H 2.23614 1.13375 0.35535 -0.4 0.2 0.0
H 4.32169 -0.13982 0.60906 0.1 0.1 0.0
H 2.99097 -0.88392 1.53257 0.1 0.0 0.1
H 3.46161 -1.58434 0.00338 0.2 -0.1 0.0
H 2.76123 1.39917 -1.68224 -0.1 0.2 0.0
H 0.61365 1.30189 -2.02763 0.1 0.4 0.2
H 0.48345 -0.85519 -2.84557 -0.1 -0.3 0.4
H -1.29838 -0.76208 -3.05658 0.1 -0.4 0.3
H 0.56491 1.07092 -4.57854 -0.1 0.2 0.0
H 0.29525 -0.58455 -5.06861 0.0 -0.1 -0.1
H -1.07474 0.49748 -5.01013 -0.1 0.3 0.0
H -4.83637 -0.32167 -1.32623 -0.1 -0.1 -0.1
H -4.08276 0.92817 -2.29863 0.2 0.1 -0.2
H -3.29165 -0.67822 -2.08701 0.1 0.0 -0.2
H -3.73658 2.54259 0.75198 -0.1 0.1 0.3
C 1.77996 -5.06161 1.50732 0.1 0.0 0.1
C 1.00827 -3.85555 2.00042 -0.6 -0.1 -0.2
O 1.55188 -2.78787 2.22411 0.5 -0.1 0.2
N -0.33431 -3.98337 2.14732 0.3 -0.3 0.3
C -1.17132 -5.13588 1.89312 0.5 -0.4 -0.4
H 2.82531 -4.77962 1.42960 0.0 0.0 0.0
H 1.68496 -5.89934 2.19987 0.0 0.0 0.0
H 1.42173 -5.37658 0.52659 0.0 0.0 0.0
H -0.79217 -3.12828 2.43142 -0.1 -0.1 -0.1
H -1.91034 -4.90405 1.12491 0.6 -0.4 0.2
H -1.70656 -5.43085 2.79845 0.0 0.0 -0.1
H -0.56554 -5.97498 1.56362 0.2 -0.1 0.1
C -5.14228 -4.42724 2.99335 0.1 0.0 0.0
C -4.43898 -3.58997 1.93958 -0.5 0.3 0.0
O -3.26348 -3.77712 1.67442 -1.0 0.8 0.1
N -5.18502 -2.64238 1.31934 0.1 -0.2 -0.1
C -6.58066 -2.33329 1.53725 0.1 0.1 -0.1
H -4.42222 -5.13426 3.39312 0.0 0.0 0.0
H -5.51544 -3.80259 3.80583 0.0 0.0 0.0
H -5.98040 -4.97731 2.56330 0.0 0.0 0.0
H -4.69663 -2.08284 0.63201 0.2 0.1 0.1
H -7.15326 -2.46456 0.61656 0.0 0.0 0.0
H -6.69415 -1.29705 1.86179 0.0 0.0 0.0
H -7.00135 -2.98174 2.29835 0.0 0.0 0.0
C 7.39337 -2.15040 -1.00931 0.1 0.0 0.0
C 8.04121 -1.27283 -2.05790 0.0 0.0 0.0
O 9.20134 -1.43751 -2.40971 0.0 0.0 0.0
N 7.27738 -0.29125 -2.59364 -0.1 0.0 0.0
C 5.89180 0.03624 -2.28822 0.2 0.1 -0.1
H 8.12729 -2.87994 -0.68185 0.0 0.0 0.0
H 7.06552 -1.56108 -0.15278 -0.1 0.0 0.0
H 6.52644 -2.67072 -1.41680 0.0 0.0 0.0
H 7.75922 0.26078 -3.28492 0.0 0.0 0.0
H 5.26454 -0.05088 -3.17460 0.0 0.0 0.0
H 5.81526 1.05629 -1.91154 -0.1 0.0 0.0
H 5.49828 -0.63097 -1.53174 -0.1 0.0 0.0
C -0.34085 9.88831 2.44588 0.0 0.0 0.0
C 0.02742 8.46818 2.81923 0.0 0.0 0.1
O -0.25685 7.52058 2.11542 -0.1 0.1 0.0
N 0.70173 8.28458 3.99157 0.0 0.1 0.0
C 1.12472 9.28157 4.95103 0.0 -0.2 0.0
H -0.86582 9.85625 1.49696 0.0 0.0 0.0
H -0.99152 10.33514 3.19865 0.0 0.0 0.0
H 0.54951 10.50951 2.34040 0.0 0.0 0.0
H 0.91554 7.31766 4.18030 0.0 0.0 0.0
H 2.21014 9.27221 5.07035 0.0 0.0 0.0
H 0.67203 9.09946 5.92798 0.0 0.0 0.0
H 0.82795 10.27048 4.61792 0.0 0.0 0.0
C -2.14240 -2.68915 -6.04190 0.0 0.0 0.0
C -2.07204 -3.34521 -4.68004 0.1 0.0 -0.1
O -2.48681 -2.79723 -3.68080 -0.2 -0.1 0.0
N -1.50449 -4.58653 -4.60933 0.0 0.0 -0.1
C -0.94837 -5.38002 -5.68286 0.0 0.0 0.2
H -2.60763 -1.71682 -5.91693 0.0 0.0 0.0
H -1.14504 -2.55063 -6.46090 0.0 0.0 0.0
H -2.73660 -3.28669 -6.73547 0.0 0.0 0.0
H -1.47778 -4.95847 -3.67314 0.0 0.0 0.0
H -1.47055 -6.33536 -5.77522 0.0 0.0 0.0
H 0.11040 -5.58464 -5.50947 0.0 0.0 0.0
H -1.04104 -4.84946 -6.62459 0.0 0.0 0.0
```
Positions in Å, forces in eV/Å.

Computed properties:
Total energy, a.u.: -5314.73008
Charge: -1
E_LUMO, eV: 2.189
HOMO level, eV: -2.94

Here are the Mulliken charges for atoms 1 to 99, given in e: atom 1 (C): -1.0154, atom 2 (C): -0.3290, atom 3 (C): -0.5995, atom 4 (O): 0.2015, atom 5 (P): 0.3012, atom 6 (C): -2.0458, atom 7 (C): 0.7898, atom 8 (C): -1.2860, atom 9 (O): -0.4399, atom 10 (C): 0.0790, atom 11 (C): 1.1202, atom 12 (C): -1.7004, atom 13 (O): -0.6407, atom 14 (C): -0.1997, atom 15 (Br): -0.1815, atom 16 (C): 0.2446, atom 17 (C): -1.5449, atom 18 (P): -0.0166, atom 19 (C): -0.8510, atom 20 (O): -0.4715, atom 21 (H): 0.3342, atom 22 (H): 0.2898, atom 23 (H): 0.0753, atom 24 (H): 0.3321, atom 25 (H): 0.2962, atom 26 (H): 0.2965, atom 27 (H): 0.1310, atom 28 (H): 0.2535, atom 29 (H): 0.3848, atom 30 (H): 0.3461, atom 31 (H): -0.1373, atom 32 (H): 0.5983, atom 33 (H): 0.2518, atom 34 (H): 0.4302, atom 35 (H): 0.3101, atom 36 (H): -0.8949, atom 37 (H): 0.4863, atom 38 (H): -0.4080, atom 39 (H): 0.4293, atom 40 (H): 0.4130, atom 41 (H): 0.2666, atom 42 (H): 0.4206, atom 43 (H): 0.3588, atom 44 (H): 0.0283, atom 45 (H): -0.2700, atom 46 (H): 0.3601, atom 47 (H): 0.3673, atom 48 (H): 0.3577, atom 49 (H): 0.5114, atom 50 (H): 0.3859, atom 51 (H): 0.0064, atom 52 (H): 0.3313, atom 53 (C): -1.7248, atom 54 (C): 1.1099, atom 55 (O): -0.5667, atom 56 (N): 0.1130, atom 57 (C): -0.8787, atom 58 (H): 0.3909, atom 59 (H): 0.4157, atom 60 (H): 0.3378, atom 61 (H): 0.2780, atom 62 (H): 0.2777, atom 63 (H): 0.1467, atom 64 (H): 0.4629, atom 65 (C): -1.5296, atom 66 (C): 0.8539, atom 67 (O): -0.4966, atom 68 (N): 0.0304, atom 69 (C): -1.0670, atom 70 (H): 0.2806, atom 71 (H): 0.3801, atom 72 (H): 0.4003, atom 73 (H): 0.0455, atom 74 (H): 0.3176, atom 75 (H): 0.2972, atom 76 (H): 0.4229, atom 77 (C): -1.1395, atom 78 (C): 0.6644, atom 79 (O): -0.6833, atom 80 (N): -0.1063, atom 81 (C): -0.2040, atom 82 (H): 0.2935, atom 83 (H): 0.3291, atom 84 (H): 0.3429, atom 85 (H): 0.2114, atom 86 (H): 0.2255, atom 87 (H): 0.2551, atom 88 (H): -0.2000, atom 89 (C): -1.3755, atom 90 (C): 0.8013, atom 91 (O): -0.5828, atom 92 (N): -0.1451, atom 93 (C): -0.8610, atom 94 (H): 0.2851, atom 95 (H): 0.3766, atom 96 (H): 0.3769, atom 97 (H): 0.2212, atom 98 (H): 0.2849, atom 99 (H): 0.2874

Record 3
C5H8O | ωB97M-V/def2-TZVPD

```
14
Properties=species:S:1:pos:R:3:forces:R:3
O -1.06856 -0.63949 -1.52677 -0.2 -0.2 0.1
C 0.40437 -0.98502 1.26336 0.0 0.1 0.2
C 1.28532 -0.38764 0.18776 0.2 -0.1 -0.1
C 0.19498 0.72597 0.08108 0.0 0.1 0.0
C -0.65360 0.66565 -1.19316 0.2 0.4 0.0
C -0.44149 0.04990 1.27991 -0.1 -0.1 0.1
H -1.60351 -0.97466 -0.79599 0.1 0.0 -0.1
H 0.48707 -1.90192 1.83961 0.0 0.2 0.0
H 1.47526 -0.96965 -0.71704 -0.1 0.0 0.1
H 2.23264 -0.01465 0.59727 -0.1 -0.1 -0.2
H 0.56124 1.74908 0.22621 -0.1 -0.1 0.0
H -0.06875 1.01298 -2.04942 0.0 0.0 0.1
H -1.51818 1.34338 -1.09725 0.1 -0.1 0.0
H -1.28678 0.32606 1.90444 0.0 -0.1 -0.1
```
Positions in Å, forces in eV/Å.

Computed properties:
Energy above the lowest of the compared OMol25 structures with the same formula, charge and spin, kJ/mol: 185.19
SMILES: OC[C@H]1C=CC1
Total energy, a.u.: -270.48736
Charge: 0
E_LUMO, eV: 1.061
HOMO level, eV: -9.60

Mulliken atomic charges, in units of e: atom 1 (O): -0.5133, atom 2 (C): -0.2708, atom 3 (C): -0.6118, atom 4 (C): 0.2586, atom 5 (C): -0.7497, atom 6 (C): -0.8435, atom 7 (H): 0.3353, atom 8 (H): 0.3841, atom 9 (H): 0.2623, atom 10 (H): 0.2445, atom 11 (H): 0.4603, atom 12 (H): 0.3584, atom 13 (H): 0.3031, atom 14 (H): 0.3826

Record 4
C5H11NO | ωB97M-V/def2-TZVPD

```
18
Properties=species:S:1:pos:R:3:forces:R:3
C -2.60827 -0.19371 -0.42758 0.0 0.0 0.0
C -1.35683 0.61938 -0.10217 0.0 0.0 0.0
C -0.58770 0.08364 1.12620 -0.1 0.1 0.1
N 0.71696 -0.46528 0.79176 0.1 0.0 -0.1
C 1.69900 0.36464 0.33884 0.0 0.0 -0.1
O 1.58359 1.57947 0.37785 0.0 -0.3 0.0
C 2.90998 -0.31467 -0.26788 0.1 0.0 0.0
H -3.07091 0.14598 -1.35930 0.0 0.0 0.1
H -2.37113 -1.25835 -0.53958 0.0 0.1 0.0
H -3.35927 -0.10472 0.36564 0.1 0.0 -0.1
H -0.67304 0.61651 -0.95745 -0.1 0.0 0.1
H -1.62278 1.66760 0.05797 0.0 -0.1 0.0
H -0.43486 0.88156 1.85727 0.0 -0.1 -0.1
H -1.15766 -0.71176 1.61973 0.1 0.1 -0.1
H 0.81995 -1.46030 0.67525 0.0 0.2 0.0
H 2.85024 -0.20547 -1.35640 0.0 0.0 0.2
H 2.97792 -1.38011 -0.02821 0.0 0.2 0.0
H 3.81465 0.19570 0.06775 -0.1 -0.1 0.0
```
Positions in Å, forces in eV/Å.

Computed properties:
Energy above the lowest of the compared OMol25 structures with the same formula, charge and spin, kJ/mol: 17.77
SMILES: CCCNC(C)=O
Total energy, a.u.: -327.12458
Charge: 0
E_LUMO, eV: 0.914
HOMO level, eV: -9.58

Mulliken atomic charges, in units of e: atom 1 (C): -1.3075, atom 2 (C): -0.1874, atom 3 (C): -0.7262, atom 4 (N): -0.2259, atom 5 (C): 0.6975, atom 6 (O): -0.6138, atom 7 (C): -1.0221, atom 8 (H): 0.3627, atom 9 (H): 0.3529, atom 10 (H): 0.3236, atom 11 (H): 0.2743, atom 12 (H): 0.2752, atom 13 (H): 0.2205, atom 14 (H): 0.4731, atom 15 (H): 0.2449, atom 16 (H): 0.2479, atom 17 (H): 0.3131, atom 18 (H): 0.2973